Record 1
Density functional theory data (ωB97M-V/def2-TZVPD) for a structure of composition C36H30N3O2SSbV in a non-equilibrium geometry.

Results
* highest occupied orbital energy (alpha / beta): -12.9 / -14.1 eV
* net charge: +2
* spin multiplicity: 4
* ⟨S²⟩: 3.787
* LUMO energy (alpha / beta): -6.36 / -6.72 eV
* maximum force: 3.0 eV/A
* energy above the lowest of the compared OMol25 structures with the same formula, charge and spin: 149.10 kJ/mol

Structure (XYZ):
```
74
Properties=species:S:1:pos:R:3:forces:R:3
V 0.155414 -0.224488 0.310773 0.66 2.10 -1.99
O 7.650990 -0.369678 2.108360 0.55 -0.11 0.27
C 6.712143 0.212619 1.375668 -0.50 0.18 -0.25
O 6.983436 1.049911 0.559618 0.16 -0.17 0.20
C 5.272908 -0.207263 1.566623 -0.30 0.02 -0.05
C 4.787082 -1.016009 2.590692 0.04 0.16 -0.24
C 3.442341 -1.342568 2.653684 -0.48 0.04 -0.18
C 2.545513 -0.851180 1.696352 1.80 0.29 0.05
C 3.040200 -0.004749 0.689424 -0.40 -0.36 0.30
C 4.376396 0.305907 0.625015 0.28 0.02 0.03
N 1.181022 -1.085801 1.651617 -0.26 -1.02 1.45
C 0.484887 -1.747577 2.536638 0.67 -0.06 0.20
C -0.925862 -1.746356 2.317395 -1.02 -0.19 0.13
C -1.882613 -2.388607 3.115953 0.42 0.20 -0.20
C -3.221952 -2.261483 2.800855 0.11 0.20 -0.26
C -3.583167 -1.487395 1.697124 0.21 -0.07 0.10
C -2.589858 -0.884859 0.948639 -0.69 0.08 -0.15
N -1.295325 -1.008765 1.234759 -1.51 -1.24 1.34
H 7.354784 -1.039092 2.739068 -0.20 0.13 -0.22
H 5.433360 -1.387129 3.373668 0.05 -0.07 0.02
H 3.099477 -1.972561 3.460117 -0.04 -0.07 0.06
H 2.336574 0.445670 -0.020735 0.39 0.07 0.01
H 4.776904 0.961476 -0.135092 -0.06 0.01 -0.05
H 0.917510 -2.221997 3.410185 0.04 -0.02 -0.06
H -1.561400 -2.970420 3.966941 0.03 -0.03 0.06
H -3.977405 -2.746135 3.396959 -0.07 -0.07 0.09
H -4.618200 -1.358711 1.424529 -0.07 0.03 -0.05
H -2.832389 -0.276009 0.078921 -0.02 -0.06 0.11
S 0.057582 1.811158 1.412845 -0.15 1.11 0.35
Sb -0.612585 3.264564 -0.290939 0.16 -0.12 0.35
C -2.478979 2.422639 -0.990899 0.87 0.54 0.08
C -2.650612 1.915791 -2.269087 0.11 0.04 -0.18
C -3.891757 1.420471 -2.640933 -0.01 -0.10 -0.07
C -4.943185 1.425787 -1.738420 0.03 -0.03 -0.02
C -4.758837 1.918908 -0.455743 0.02 0.01 0.06
C -3.525014 2.422372 -0.077075 0.10 0.13 0.23
C -0.966483 5.153730 0.661635 0.07 -0.69 -0.60
C -2.176029 5.796867 0.460013 -0.16 -0.06 -0.18
C -2.396015 7.020571 1.072402 -0.05 0.04 0.01
C -1.409862 7.587443 1.865022 -0.03 -0.04 -0.03
C -0.202784 6.932666 2.056124 0.05 -0.02 0.02
C 0.025507 5.706346 1.453824 0.22 -0.11 0.07
C 1.166817 3.153538 -1.530903 -0.99 0.21 0.26
C 2.349462 3.494192 -0.888801 -0.08 0.06 0.27
C 3.543890 3.444395 -1.587079 -0.03 0.00 0.05
C 3.551074 3.049227 -2.915725 -0.01 -0.03 -0.02
C 2.365957 2.712467 -3.549554 0.02 -0.08 -0.09
C 1.162694 2.764757 -2.860220 -0.14 0.02 -0.13
H -1.841846 1.925883 -2.987420 -0.02 -0.01 -0.04
H -4.040004 1.045570 -3.642469 -0.01 -0.04 -0.07
H -5.910360 1.053966 -2.037335 -0.11 -0.04 -0.04
H -5.576907 1.925262 0.247261 -0.10 0.02 0.08
H -3.378445 2.815970 0.923027 -0.06 -0.01 0.01
H -2.939609 5.358219 -0.170262 -0.05 0.04 -0.01
H -3.336021 7.531874 0.925176 -0.04 0.02 -0.01
H -1.581695 8.543005 2.336092 -0.02 0.08 0.03
H 0.564368 7.375350 2.673639 0.04 0.02 0.04
H 0.962798 5.189269 1.612973 0.04 0.02 0.05
H 2.340393 3.800153 0.150800 0.08 -0.03 0.00
H 4.462215 3.724909 -1.095689 0.12 0.02 0.06
H 4.482429 3.014836 -3.458065 0.10 0.00 -0.08
H 2.371731 2.423594 -4.589826 0.00 -0.03 -0.08
H 0.241326 2.530388 -3.375868 0.01 0.00 -0.04
C 0.783378 -3.830551 -2.775250 -0.07 0.33 0.20
C 1.668689 -2.762506 -2.736623 -0.05 0.05 0.06
C 1.364163 -1.655295 -1.962699 0.51 -0.06 -0.41
N 0.251867 -1.560057 -1.224181 0.03 -0.73 -0.82
C -0.626569 -2.566895 -1.316920 -0.42 -0.49 -0.18
C -0.404657 -3.705686 -2.071674 0.03 0.12 0.06
H 1.006661 -4.724355 -3.336807 0.02 -0.04 -0.09
H 2.591977 -2.793339 -3.289494 0.14 0.07 -0.06
H 2.044341 -0.806983 -1.941249 -0.03 -0.13 0.08
H -1.558992 -2.462463 -0.775053 0.15 -0.03 0.04
H -1.149096 -4.484922 -2.091840 -0.09 -0.05 0.02
```
Positions in Å, forces in eV/Å.

Record 2
Density functional theory data (ωB97M-V/def2-TZVPD) for a structure of composition C36H31CaN8O4S in a non-equilibrium geometry.

Results
* highest occupied orbital energy (alpha / beta): -3.5 / -3.5 eV
* net charge: -1
* LUMO energy (alpha / beta): 2.05 / 2.05 eV
* maximum force: 4.8 eV/A
* energy above the lowest of the compared OMol25 structures with the same formula, charge and spin: 260.69 kJ/mol

Structure (XYZ):
```
81
Properties=species:S:1:pos:R:3:forces:R:3
Ca -0.534845 1.763592 -0.466346 0.12 -0.84 -0.67
C -4.865470 0.968570 1.771249 -0.55 -0.07 -0.12
C -4.730427 1.673743 0.548605 0.66 -1.86 0.53
C -3.896396 1.140166 -0.397035 -0.18 -0.18 1.37
C -3.089801 0.000508 -0.185786 -0.25 -0.15 -1.47
C -3.271685 -0.762093 0.960514 0.11 0.71 1.17
C -4.107908 -0.217698 1.962956 -1.02 -0.54 -0.77
N -2.202367 -0.232779 -1.185007 1.05 0.42 -0.09
C -1.458731 -1.360030 -1.291794 1.96 -0.51 -0.39
C -1.738432 -2.660502 -1.053334 -2.64 -2.48 1.38
C -0.832117 -3.796310 -1.240760 2.06 -0.11 -0.81
C 0.494948 -3.639629 -1.546963 -0.85 -2.01 -0.41
C 0.978378 -2.291496 -1.510116 4.18 2.26 -0.19
C -0.004340 -1.229064 -1.764794 -2.65 2.19 0.91
N 0.279226 -0.019450 -2.142496 -0.04 -0.16 0.03
N 1.529579 0.154699 -2.559665 0.67 -1.94 -0.35
C 2.120421 1.284484 -2.357819 1.02 0.96 0.71
C 3.532344 1.308107 -2.554380 1.21 -0.20 -1.48
C 4.205190 2.499543 -2.700481 -3.95 -0.65 0.46
C 3.428827 3.695253 -2.462463 2.80 1.33 0.53
C 2.229214 3.583205 -1.864401 -1.34 -1.91 0.52
N 1.575761 2.372642 -1.808283 -1.65 2.08 0.88
H -5.707214 1.259976 2.441371 1.07 -0.30 -0.16
H -5.194091 2.580379 0.238894 -0.86 0.57 0.43
H -3.822630 1.641107 -1.307027 0.38 0.63 -1.57
H -2.621286 -1.651187 1.025824 -0.78 0.43 0.56
H -4.365200 -0.877048 2.797276 0.29 0.48 0.11
H -2.757428 -3.006921 -0.662172 1.34 0.84 -0.65
H -1.130673 -4.846700 -1.175961 -0.69 0.50 0.01
H 1.231098 -4.459405 -1.891826 -1.51 1.16 1.00
H 1.848466 -1.991164 -2.183580 -1.25 -0.95 0.30
H 3.936554 0.298293 -2.744430 0.22 0.80 0.17
H 5.169387 2.525002 -3.054850 2.20 0.18 -0.43
H 3.985046 4.665959 -2.383954 -0.69 -0.86 -0.33
H 1.733997 4.371112 -1.285848 0.22 0.03 -0.59
N -3.177852 4.734713 0.159269 0.61 -0.59 0.72
C -2.911729 3.924547 1.329187 -0.68 0.81 -1.65
C -3.711741 4.252452 2.431784 0.32 0.26 -0.18
C -3.471254 3.530948 3.580979 -1.25 2.11 0.28
C -2.593159 2.514270 3.591337 1.47 -2.05 0.81
C -1.895439 2.225223 2.459276 1.41 -0.08 -2.08
N -2.010235 2.939792 1.295548 -0.39 0.23 1.34
C -2.849989 4.558834 -1.168789 1.52 -1.92 0.14
C -3.530608 5.213210 -2.156284 -0.61 0.44 -2.35
C -3.328921 4.907564 -3.532635 -1.45 0.54 1.18
C -2.427627 3.914887 -3.870858 0.37 0.13 0.98
C -1.683245 3.388962 -2.831600 0.50 -0.88 2.44
N -1.883879 3.662092 -1.504340 -0.30 0.63 -1.14
H -3.844715 5.473203 0.297704 -0.07 -0.10 0.25
H -4.453638 5.084414 2.401446 0.79 -0.80 -0.02
H -3.927088 3.914553 4.472729 -0.42 -0.36 0.48
H -2.345175 1.867948 4.436166 -0.40 0.52 0.04
H -1.098820 1.442023 2.421019 -0.81 0.53 0.21
H -4.343737 5.883465 -1.936784 -0.06 0.27 0.27
H -4.065703 5.414386 -4.215032 1.20 -0.73 0.39
H -2.271014 3.448507 -4.802394 -0.05 0.11 -1.23
H -0.886362 2.598682 -2.910449 -0.84 0.88 -0.79
C 4.864640 -7.173305 2.772759 0.31 -0.59 -0.16
C 4.626761 -5.856835 2.043944 0.35 -0.57 -0.15
C 4.748951 -4.647712 2.694189 0.18 1.19 0.96
C 4.362858 -3.419481 2.138226 -0.19 -1.04 -1.89
C 3.963547 -3.435033 0.769913 -0.32 -0.29 2.44
C 3.886802 -4.658115 0.108270 0.70 1.74 -1.15
C 4.267599 -5.818476 0.697469 -0.40 -1.76 0.41
S 3.420387 -1.970590 -0.059165 -2.87 0.32 1.73
O 3.856187 -2.157233 -1.384208 1.19 0.31 -2.06
O 3.775979 -0.877797 0.805749 0.31 -0.30 -0.47
N 1.745992 -2.013775 -0.138499 1.21 -0.19 -1.98
C 1.020302 -1.833679 1.049042 -1.34 0.04 1.56
C 0.921770 -0.427336 1.653991 0.41 -0.05 -1.70
O 1.054287 -0.293747 2.845069 -0.13 0.20 1.78
O 0.676317 0.491398 0.804914 -0.50 0.73 -0.01
H 5.867960 -7.664388 2.588371 -0.97 0.76 0.15
H 4.102491 -7.940443 2.523538 0.35 0.52 -0.18
H 4.730866 -7.010085 3.843048 0.32 0.00 0.02
H 5.196842 -4.573197 3.691931 -0.45 -0.42 -0.13
H 4.384168 -2.523358 2.730997 0.07 0.30 -0.11
H 3.715983 -4.554693 -0.954989 -0.39 -0.48 -0.08
H 4.205957 -6.771152 0.149722 0.04 0.51 0.15
H 1.414883 -2.426514 1.880047 -0.22 -0.45 -0.13
H -0.046961 -2.084010 0.833271 0.81 -0.30 0.33
```
Positions in Å, forces in eV/Å.

Record 3
Density functional theory data (ωB97M-V/def2-TZVPD) for a structure of composition C36H31IN8O5PbS5.

Results
* highest occupied orbital energy: -7.3 eV
* net charge: 0
* LUMO energy: -0.25 eV
* maximum force: 0.1 eV/A

Structure (XYZ):
```
87
Properties=species:S:1:pos:R:3:forces:R:3
Pb 0.539837 -0.527919 -0.066880 -0.04 -0.13 0.01
O 1.878392 3.559141 2.548732 0.01 0.00 0.02
C 1.486749 2.358178 2.109164 -0.02 0.02 -0.06
O 2.096466 1.742143 1.270297 0.01 -0.01 0.01
C 0.220719 1.871622 2.735831 0.02 -0.05 0.00
C -0.454260 2.581055 3.712566 0.01 0.00 0.00
C -1.626510 2.032929 4.218232 -0.01 0.01 0.02
C -2.067144 0.817864 3.731860 -0.01 -0.02 -0.02
C -1.323202 0.182997 2.741147 -0.01 0.06 -0.02
N -0.205173 0.703432 2.260389 0.02 0.02 -0.02
C -1.791904 -1.145600 2.149499 0.01 -0.06 0.10
O -2.832937 -1.616393 2.585250 0.00 0.01 -0.03
O -1.037005 -1.655844 1.249846 0.01 0.07 -0.02
H 2.657285 3.806059 2.021702 0.00 0.01 0.01
H -0.071874 3.530185 4.058246 0.00 0.00 0.00
H -2.188943 2.558351 4.979232 0.00 0.00 0.00
H -2.974530 0.341515 4.074403 0.00 0.00 0.01
N -3.090012 -1.317382 -0.925698 -0.04 0.00 -0.04
C -2.251896 -1.981567 -1.743736 0.04 0.02 0.04
N -0.947442 -1.834914 -1.778915 -0.04 -0.12 0.04
C -0.398169 -2.630851 -2.775031 -0.02 0.03 -0.05
C -1.277822 -3.362312 -3.490154 -0.01 -0.01 -0.01
S -2.884153 -3.059362 -2.946825 0.01 0.01 -0.02
C 1.055629 -2.693298 -2.950429 -0.01 0.02 -0.03
C 1.698958 -2.946314 -4.114655 0.04 -0.01 0.04
S 3.403483 -3.047132 -3.825009 -0.05 -0.01 0.01
C 3.111242 -2.699320 -2.141313 0.00 -0.05 -0.10
N 1.855219 -2.545575 -1.836481 0.04 0.08 0.08
N 4.126920 -2.562425 -1.257370 0.01 0.03 0.04
H -2.671546 -0.701952 -0.244038 0.00 -0.01 0.02
H -3.955906 -1.753425 -0.662547 0.01 -0.01 0.03
H -1.066372 -4.084636 -4.259012 0.00 0.00 0.00
H 1.281278 -3.066000 -5.099536 0.00 0.00 -0.01
H 5.029998 -2.927384 -1.499903 0.00 0.00 -0.01
H 3.882902 -2.555494 -0.271158 0.00 -0.02 -0.01
I 3.754058 4.586369 -0.856794 0.01 0.01 0.00
C 3.393666 2.833955 -1.926110 0.00 -0.01 -0.01
C 4.277039 2.381440 -2.890370 -0.01 0.00 0.00
C 3.965662 1.204560 -3.554986 0.00 0.00 0.00
C 2.809448 0.525507 -3.207580 0.01 -0.06 0.04
N 1.972428 0.956047 -2.266136 0.01 0.12 0.03
C 2.246798 2.104991 -1.655611 0.00 0.01 -0.04
H 5.178462 2.931785 -3.123958 0.00 0.00 0.00
H 4.613250 0.815109 -4.328328 0.00 0.00 0.00
H 2.534816 -0.398369 -3.703068 0.00 0.01 -0.01
H 1.522057 2.449619 -0.931435 -0.02 0.01 0.01
S -2.176712 0.423287 -6.177871 0.01 0.02 0.00
C -2.207499 0.871196 -4.582949 -0.03 -0.06 0.02
S -0.795808 0.947150 -3.574891 0.04 0.06 -0.09
C -1.785049 1.322308 -2.184214 -0.03 -0.11 0.07
N -3.038637 1.415307 -2.463102 0.03 0.02 -0.01
N -3.268034 1.184400 -3.799689 0.02 0.02 -0.02
C -4.637500 1.144633 -4.201429 0.01 0.03 -0.01
C -5.053859 1.802305 -5.347608 0.00 -0.03 0.01
C -6.392572 1.750049 -5.704304 -0.01 0.00 0.00
C -7.302197 1.056053 -4.919277 -0.01 0.00 -0.01
C -6.873132 0.411909 -3.767268 0.00 0.00 0.00
C -5.536475 0.452560 -3.404539 -0.02 -0.01 0.01
S -1.191680 1.510515 -0.555914 -0.02 0.12 -0.02
H -4.335436 2.335197 -5.952229 0.00 0.01 -0.01
H -6.725677 2.258263 -6.599564 0.00 0.00 0.00
H -8.345895 1.020548 -5.203042 0.00 0.00 0.00
H -7.580516 -0.125452 -3.149247 0.00 0.00 0.00
H -5.178812 -0.031290 -2.505648 0.01 0.01 0.00
C 1.348217 1.437328 6.547480 -0.01 0.00 0.01
C 1.675240 0.451119 5.462809 0.00 0.01 0.01
C 2.780461 0.636070 4.641288 0.01 -0.01 0.00
C 3.111924 -0.265902 3.639017 -0.02 0.00 0.02
C 4.328587 0.011753 2.802649 0.00 0.01 0.00
C 2.289327 -1.396872 3.459316 -0.02 0.01 -0.01
C 2.543195 -2.362939 2.386377 0.01 -0.06 -0.05
O 3.439422 -2.289284 1.564582 0.01 0.01 0.03
C 1.173484 -1.612160 4.294815 0.00 0.02 0.00
C 0.277265 -2.819806 4.170301 0.02 -0.03 -0.01
C 0.886462 -0.678338 5.278226 0.00 0.00 -0.01
H 1.873254 2.380472 6.398859 0.00 0.00 0.00
H 1.637944 1.042015 7.523290 0.01 0.00 0.00
H 0.276548 1.637178 6.581776 0.00 0.00 0.01
H 3.405436 1.511151 4.784848 0.00 0.00 0.00
H 4.826447 0.910013 3.168521 0.00 0.00 -0.01
H 4.060713 0.159860 1.757276 0.00 0.00 -0.01
H 5.031225 -0.820045 2.831503 0.00 0.00 0.01
H 1.841548 -3.209079 2.329608 -0.01 0.01 0.00
H -0.122438 -2.940721 3.163818 -0.01 0.01 0.01
H -0.568089 -2.725047 4.849451 0.00 0.00 0.00
H 0.813094 -3.735031 4.431169 0.00 0.00 0.00
H 0.020270 -0.832086 5.912474 0.00 0.00 0.00
```
Positions in Å, forces in eV/Å.